Below is a 3-piece molecular cluster, C2H11N3O2 overall, with properties calculated with ωB97M-V/def2-TZVPD.

As for the SMILES: [H]/N=C(\N)NC.O.O. The calculation puts the LUMO energy at 0.459 eV. For the HOMO energy, the calculation gives -0.3226 Eh. The calculation puts the frontier orbital gap at 9.24 eV. The relative energy (zero: lowest compared OMol25 entry of this formula, charge and spin) comes out at 0.235 eV.

The geometry in ORCA input format:
```
! RIJCOSX wB97M-V def2-TZVPD def2/J DEFGRID3
* xyz 0 1
H 1.694 -1.916 1.090
N 1.469 -1.003 0.717
C 0.205 -0.785 0.810
N -0.694 -1.684 1.385
N -0.354 0.363 0.362
C 0.442 1.415 -0.250
H -1.559 -1.259 1.713
H -0.237 -2.230 2.096
H -1.348 0.534 0.389
H -0.006 2.379 0.015
H 1.443 1.375 0.171
H 0.496 1.299 -1.334
O -2.750 2.181 -0.282
H -3.418 2.715 0.150
H -2.327 2.646 -1.009
O 2.024 -1.140 -2.120
H 1.956 -0.924 -1.169
H 2.456 -0.397 -2.548
*
```

Below is C24H17BrN5O2Pt as an isolated structure at a distorted geometry, with properties calculated with ωB97M-V/def2-TZVPD.

The calculation puts the LUMO energy at -4.276 eV. For the HOMO energy, the calculation gives -0.3961 Eh. The calculation puts the frontier orbital gap at 6.50 eV.

The geometry in ORCA input format:
```
! RIJCOSX wB97M-V def2-TZVPD def2/J DEFGRID3
* xyz 1 1
Pt 0.093 0.078 0.734
O 1.367 2.415 3.791
C 1.201 1.705 2.835
N 0.100 0.941 2.518
C -1.093 0.953 3.207
O -1.357 1.523 4.233
C -2.128 0.112 2.481
C -3.382 -0.054 3.037
C -4.329 -0.803 2.357
C -3.989 -1.341 1.124
C -2.715 -1.141 0.628
N -1.796 -0.441 1.296
C 2.271 1.553 1.768
C 3.484 2.196 1.925
C 4.446 2.072 0.935
C 4.145 1.324 -0.194
C 2.914 0.703 -0.284
N 1.998 0.802 0.681
H -3.591 0.418 3.987
H -5.316 -0.947 2.772
H -4.706 -1.909 0.549
H -2.413 -1.550 -0.327
H 3.642 2.788 2.815
H 5.403 2.564 1.036
H 4.857 1.223 -1.000
H 2.647 0.107 -1.146
Br 1.933 -6.661 -1.541
C 1.362 -4.862 -1.428
C 0.957 -4.194 -2.574
C 0.539 -2.881 -2.497
C 0.515 -2.202 -1.271
C 0.930 -2.904 -0.130
C 1.350 -4.218 -0.200
N 0.098 -0.861 -1.133
C -0.295 -0.170 -2.162
C -0.724 1.197 -2.051
C -1.152 1.960 -3.149
C -1.546 3.263 -2.947
C -1.516 3.805 -1.666
C -1.082 2.992 -0.628
N -0.705 1.743 -0.830
H 0.968 -4.699 -3.530
H 0.231 -2.390 -3.410
H 0.921 -2.401 0.830
H 1.665 -4.742 0.690
H -0.303 -0.629 -3.144
H -1.166 1.513 -4.136
H -1.880 3.874 -3.775
H -1.819 4.824 -1.473
H -1.035 3.354 0.395
*
```

Below is one molecule with the formula C17H22ClNO3, with properties calculated with ωB97M-V/def2-TZVPD.

As for the SMILES: COC(=O)[C@@H]1C[C@H]2CC[C@H](O)C[C@H]2N1Cc1ccc(Cl)cc1. The calculation puts the LUMO energy at 0.701 eV. For the HOMO energy, the calculation gives -0.3214 Eh. The calculation puts the frontier orbital gap at 9.45 eV. The relative energy (zero: lowest compared OMol25 entry of this formula, charge and spin) comes out at 0.974 eV.

The geometry in ORCA input format:
```
! RIJCOSX wB97M-V def2-TZVPD def2/J DEFGRID3
* xyz 0 1
C 3.262 2.259 -1.120
O 1.940 1.741 -1.203
C 1.252 1.701 -0.059
O 1.676 2.102 0.990
C -0.139 1.121 -0.281
C -1.190 1.868 0.546
C -2.160 0.786 1.056
C -3.616 1.031 0.653
C -4.394 -0.279 0.699
C -3.896 -1.249 -0.387
O -4.083 -2.594 -0.008
C -2.428 -0.962 -0.753
C -1.614 -0.534 0.477
N -0.213 -0.239 0.222
C 0.540 -1.221 -0.525
C 2.013 -1.126 -0.220
C 2.439 -0.886 1.081
C 3.786 -0.801 1.379
C 4.717 -0.968 0.366
Cl 6.407 -0.854 0.727
C 4.313 -1.218 -0.935
C 2.961 -1.292 -1.220
H 3.233 3.319 -0.859
H 3.707 2.119 -2.102
H 3.829 1.721 -0.360
H -0.345 1.172 -1.366
H -1.700 2.623 -0.050
H -0.693 2.364 1.379
H -2.105 0.737 2.146
H -3.671 1.444 -0.355
H -4.063 1.758 1.332
H -4.256 -0.742 1.680
H -5.462 -0.099 0.571
H -4.507 -1.144 -1.290
H -3.583 -2.760 0.799
H -2.385 -0.175 -1.506
H -2.010 -1.870 -1.192
H -1.646 -1.340 1.221
H 0.386 -1.130 -1.614
H 0.190 -2.212 -0.215
H 1.703 -0.745 1.856
H 4.113 -0.602 2.388
H 5.048 -1.345 -1.715
H 2.643 -1.477 -2.236
*
```

Below is a 2-piece molecular cluster, C3H11NO overall at a distorted geometry, with properties calculated with ωB97M-V/def2-TZVPD.

The calculation puts the LUMO energy (alpha / beta) at -3.230 / -8.736 eV. For the HOMO energy (alpha / beta), the calculation gives -0.5955 / -0.5952 Eh. Its expectation value of S² is 0.754. The calculation puts the frontier orbital gap (alpha / beta) at 12.97 / 7.46 eV. The relative energy (zero: lowest compared OMol25 entry of this formula, charge and spin) comes out at 1.405 eV.

The geometry in ORCA input format:
```
! RIJCOSX wB97M-V def2-TZVPD def2/J DEFGRID3
* xyz 1 2
C -0.851 0.463 -1.800
C -1.022 0.619 -0.281
N -0.523 -0.477 0.488
C -0.169 -0.085 1.884
H -1.061 1.371 -2.353
H 0.179 0.132 -1.953
H -1.586 -0.245 -2.191
H -0.605 1.609 -0.029
H -2.097 0.734 -0.072
H 0.433 -0.682 0.143
H -0.199 -0.905 2.601
H -0.828 0.693 2.247
H 0.852 0.317 1.819
H 2.469 -1.429 0.571
H 2.304 -1.271 -0.921
O 2.703 -0.842 -0.154
*
```

Going through the records in order, we get E values of -397.559306; -4042.229510; -1401.678970; -250.536995 a.u..